13
Properties=species:S:1:pos:R:3 method="wB97M-V/def2-TZVPD" smiles=C#CC[C@H](O)C#C homo_ev=-10.1606 energy_ev=-8362.7251 e_above_lowest_kcal_mol=87.2 fmax_ev_per_a=0.53 gap_ev=11.09
C -1.592 1.611 -0.975
C -1.183 0.494 -0.791
C -0.661 -0.860 -0.578
C 0.337 -0.942 0.595
O -0.293 -0.726 1.838
C 1.456 -0.009 0.364
C 2.303 0.813 0.131
H -1.952 2.599 -1.162
H -1.487 -1.547 -0.364
H -0.165 -1.204 -1.493
H 0.717 -1.968 0.639
H -0.557 0.204 1.871
H 3.049 1.546 -0.086